Molecular formula: C56H64N4O3TeV
Method: DFT, wB97M-V/def2-TZVPD

```
129
C56H64N4O3TeV, DFT wB97M-V/def2-TZVPD
V 2.0749 -1.1473 -0.8842
C 0.1932 -3.6001 -0.6207
C -0.8302 -2.7007 0.0716
C -2.1947 -3.3883 0.1030
C -0.3135 -2.2974 1.4396
C -0.6013 -3.0670 2.5584
C -0.1078 -2.7142 3.8051
C 0.6700 -1.5773 3.9445
C 1.0103 -0.7962 2.8461
C 1.9495 0.3788 3.0334
C 3.3616 -0.1228 3.3532
C 1.4437 1.3439 4.1064
C 0.5183 -1.1703 1.5840
N 0.9691 -0.4651 0.4208
C 0.4779 0.8780 0.0620
O -0.2086 1.5437 1.0809
C 1.7239 1.6611 -0.3364
C 2.0177 3.0082 -0.2363
C 3.2296 3.4554 -0.7527
C 4.1097 2.5650 -1.3698
C 3.7417 1.2421 -1.4101
N 2.5887 0.8201 -0.8880
C 4.4846 0.0807 -2.0189
O 5.5406 0.1183 -2.5813
N 3.6855 -1.0289 -1.7777
C 3.6129 -2.2993 -2.3912
C 3.3506 -2.4551 -3.7777
C 3.1713 -3.7441 -4.2406
C 3.1891 -4.8352 -3.3752
C 3.4004 -4.6725 -2.0171
C 3.6326 -3.4064 -1.4977
C 4.0363 -3.1943 -0.0371
C 3.7113 -4.3749 0.8719
C 5.5248 -2.8411 0.0458
C 3.2940 -1.2799 -4.7286
C 4.5703 -1.2301 -5.5774
C 2.0517 -1.3176 -5.6197
H -0.1248 -3.8941 -1.6215
H 0.3778 -4.4958 -0.0261
H 1.1811 -3.1136 -0.7374
H -0.9465 -1.7931 -0.5204
H -2.1461 -4.3814 0.5497
H -2.5704 -3.5079 -0.9136
H -2.9179 -2.7969 0.6667
H -1.2255 -3.9448 2.4648
H -0.3351 -3.3240 4.6690
H 1.0463 -1.3079 4.9227
H 2.0104 0.9286 2.0937
H 3.3782 -0.6755 4.2935
H 4.0520 0.7161 3.4449
H 3.7325 -0.7875 2.5675
H 1.4254 0.8687 5.0878
H 0.4375 1.6926 3.8741
H 2.1041 2.2090 4.1743
H 1.3363 3.6881 0.2514
H 3.4901 4.5021 -0.6740
H 5.0524 2.8776 -1.7961
H 3.0004 -3.9100 -5.2956
H 3.0356 -5.8294 -3.7727
H 3.4108 -5.5392 -1.3734
H 3.4844 -2.3275 0.4049
H 4.3534 -5.2250 0.6409
H 2.6728 -4.6915 0.7804
H 3.8959 -4.0995 1.9092
H 6.1139 -3.6747 -0.3376
H 5.8140 -2.6688 1.0823
H 5.7743 -1.9589 -0.5412
H 3.2341 -0.3607 -4.1420
H 4.6446 -2.1237 -6.1991
H 5.4622 -1.1649 -4.9578
H 4.5430 -0.3627 -6.2366
H 2.0773 -2.1663 -6.3031
H 2.0125 -0.4130 -6.2257
H 1.1388 -1.3709 -5.0282
C -6.1257 5.1494 -1.7519
C -5.1236 4.2381 -1.1064
C -3.7626 4.4053 -1.3137
C -2.8055 3.5725 -0.7412
C -1.3657 3.8812 -1.0388
C -3.2532 2.5327 0.0725
Te -2.1084 1.0354 1.0579
N -0.4537 0.7764 -1.0448
C -0.2718 -0.0417 -2.0266
O 0.7778 -0.8265 -2.1899
C -1.3478 -0.2011 -3.0254
C -1.3854 -1.3555 -3.8079
C -2.4157 -1.5451 -4.7140
C -3.4070 -0.5814 -4.8462
C -3.3708 0.5696 -4.0687
C -2.3472 0.7600 -3.1576
C -2.3515 1.6834 3.0421
C -2.7663 0.6960 3.9523
C -3.0197 -0.7349 3.5529
C -2.9574 1.0641 5.2743
C -2.7420 2.3668 5.7127
C -2.9290 2.7259 7.1578
C -2.3260 3.3134 4.7867
C -2.1280 3.0036 3.4472
C -1.6884 4.1029 2.5208
C -4.6221 2.3246 0.2987
C -5.1467 1.2264 1.1901
C -5.5312 3.1866 -0.2925
H -5.6540 6.0613 -2.1116
H -6.9186 5.4183 -1.0555
H -6.5935 4.6536 -2.6042
H -3.4189 5.2216 -1.9393
H -1.1782 3.8050 -2.1112
H -0.7001 3.2038 -0.5311
H -1.1284 4.9008 -0.7312
H -0.6106 -2.1028 -3.6989
H -2.4486 -2.4399 -5.3203
H -4.2071 -0.7264 -5.5593
H -4.1405 1.3213 -4.1805
H -2.3096 1.6554 -2.5544
H -2.1741 -1.1600 3.0115
H -3.9156 -0.8261 2.9337
H -3.1778 -1.3495 4.4366
H -3.2822 0.3131 5.9842
H -3.7827 2.2012 7.5840
H -3.0764 3.7962 7.2850
H -2.0468 2.4390 7.7330
H -2.1459 4.3298 5.1162
H -2.5572 4.5905 2.0742
H -1.0502 3.7337 1.7217
H -1.1331 4.8597 3.0719
H -4.6601 0.2630 0.9971
H -6.2069 1.0654 1.0083
H -5.0257 1.4724 2.2472
H -6.5880 3.0288 -0.1117
```

Calculated values
Charge ... +2
Total energy ... -3828.6900 a.u.
Spin multiplicity ... 2

These are the Löwdin partial charges, in e, on atoms 1 to 99:
1 V 1.08
2 C -0.02
3 C -0.36
4 C -0.04
5 C -0.16
6 C -0.04
7 C -0.04
8 C -0.01
9 C -0.13
10 C -0.36
11 C -0.03
12 C -0.03
13 C -0.17
14 N -0.03
15 C -0.59
16 O -0.35
17 C -0.13
18 C 0.05
19 C 0.02
20 C 0.06
21 C -0.12
22 N 0.09
23 C -0.39
24 O 0.17
25 N -0.04
26 C -0.17
27 C -0.10
28 C 0.01
29 C 0.00
30 C -0.01
31 C -0.16
32 C -0.38
33 C -0.05
34 C -0.02
35 C -0.36
36 C -0.03
37 C -0.04
38 H 0.10
39 H 0.10
40 H 0.03
41 H 0.10
42 H 0.09
43 H 0.09
44 H 0.08
45 H 0.12
46 H 0.12
47 H 0.12
48 H 0.10
49 H 0.09
50 H 0.09
51 H 0.07
52 H 0.08
53 H 0.07
54 H 0.09
55 H 0.12
56 H 0.13
57 H 0.14
58 H 0.13
59 H 0.12
60 H 0.12
61 H 0.10
62 H 0.10
63 H 0.07
64 H 0.09
65 H 0.11
66 H 0.09
67 H 0.08
68 H 0.12
69 H 0.09
70 H 0.08
71 H 0.09
72 H 0.08
73 H 0.09
74 H 0.06
75 C -0.03
76 C -0.24
77 C 0.01
78 C -0.30
79 C -0.05
80 C -0.31
81 Te 2.03
82 N 0.11
83 C -0.37
84 O -0.10
85 C -0.14
86 C -0.03
87 C -0.05
88 C -0.05
89 C -0.05
90 C -0.01
91 C -0.32
92 C -0.30
93 C -0.06
94 C 0.01
95 C -0.23
96 C -0.03
97 C 0.01
98 C -0.27
99 C -0.03